[1]
# C2H8S3

A 2-piece molecular cluster, C2H8S3 overall in a non-equilibrium geometry (ωB97M-V/def2-TZVPD, the Open Molecules 2025 dataset).

The geometry in ORCA input format:
```
! RIJCOSX wB97M-V def2-TZVPD def2/J DEFGRID3
* xyz 0 1
C -1.266 -1.532 -1.195
C -0.548 -0.636 -0.125
S 0.701 -1.651 0.786
H -1.775 -2.386 -0.634
H -0.530 -1.879 -1.898
H -2.012 -0.821 -1.737
H -0.073 0.292 -0.523
H -1.192 -0.419 0.705
H 1.712 -0.786 0.719
S 2.281 2.764 0.441
S 1.033 2.698 2.130
H 1.749 1.528 -0.170
H -0.079 2.828 1.501
*
```

Properties
SMILES string ... CCS.SS
Energy above the lowest of the compared OMol25 structures with the same formula, charge and spin ... 79.3 kJ/mol
E ... -34708.5750 eV
LUMO ... 0.14 eV
Max |F| ... 2.66 eV/A

Atom charges from the natural (NBO) analysis, given in e for atoms 1 to 2: atom 1 (C): -0.62, atom 2 (C): -0.50

[2]
# C2H3N3S

One molecule with the formula C2H3N3S (ωB97M-V/def2-TZVPD, the Open Molecules 2025 dataset).

The geometry in ORCA input format:
```
! RIJCOSX wB97M-V def2-TZVPD def2/J DEFGRID3
* xyz 0 1
S 1.079 -0.581 2.027
C 0.304 -0.169 0.512
C 0.661 -0.582 -0.790
N -0.196 -0.037 -1.652
N -0.999 0.657 -0.887
N -0.760 0.625 0.419
H 0.247 0.145 2.785
H 1.455 -1.236 -1.138
H -1.792 1.178 -1.277
*
```

Properties
SMILES string ... Sc1cn[nH]n1
Energy above the lowest of the compared OMol25 structures with the same formula, charge and spin ... 58.9 kJ/mol
E ... -17427.1858 eV
LUMO ... 0.91 eV
Max |F| ... 0.98 eV/A

Atom charges from the natural (NBO) analysis, given in e for atoms 1 to 2: atom 1 (S): 0.04, atom 2 (C): -0.07

[3]
# C3H8N2O

One molecule with the formula C3H8N2O in a non-equilibrium geometry (ωB97M-V/def2-TZVPD, the Open Molecules 2025 dataset).

The geometry in ORCA input format:
```
! RIJCOSX wB97M-V def2-TZVPD def2/J DEFGRID3
* xyz 0 1
N -2.294 -0.617 -0.047
C -1.084 0.296 -0.211
C 0.117 -0.423 0.139
N 1.161 0.518 0.103
C 2.380 0.124 -0.054
O 2.751 -1.007 -0.113
H -2.716 -0.505 0.851
H -2.936 -0.537 -0.809
H -1.129 0.831 0.769
H -0.875 0.866 -1.058
H 0.197 -0.935 1.084
H 0.395 -1.148 -0.629
H 1.059 1.446 0.135
H 2.973 1.091 -0.160
*
```

Properties
SMILES string ... NCCNC=O
Energy above the lowest of the compared OMol25 structures with the same formula, charge and spin ... 215.6 kJ/mol
E ... -8267.0910 eV
LUMO ... 0.75 eV
Max |F| ... 6.25 eV/A

Atom charges from the natural (NBO) analysis, given in e for atoms 1 to 2: atom 1 (N): -0.85, atom 2 (C): -0.24

[4]
# C5H13N2O

A 2-piece molecular cluster, C5H13N2O overall in a non-equilibrium geometry (ωB97M-V/def2-TZVPD, the Open Molecules 2025 dataset).

The geometry in ORCA input format:
```
! RIJCOSX wB97M-V def2-TZVPD def2/J DEFGRID3
* xyz 1 1
N -2.104 0.373 -1.711
C -2.257 -0.373 -0.481
C -0.905 -0.417 0.227
N 0.211 -0.026 -0.482
C 2.711 -0.496 -0.587
C 1.466 -0.201 0.291
C 1.668 0.999 1.261
O -0.960 -0.762 1.403
H -1.150 2.848 1.122
H -2.962 0.171 -2.257
H -0.528 3.084 1.462
H -2.941 0.106 0.215
H -2.539 -1.439 -0.564
H -1.192 0.161 -2.129
H 2.834 0.362 -1.230
H 3.572 -0.598 0.058
H 2.520 -1.364 -1.230
H 1.173 -1.172 0.707
H 2.547 0.796 1.891
H 1.939 1.870 0.674
H 0.708 1.091 1.751
*
```

Properties
Energy above the lowest of the compared OMol25 structures with the same formula, charge and spin ... 766.1 kJ/mol
E ... -10410.2558 eV
LUMO ... -9.57 eV
Max |F| ... 3.80 eV/A

Atom charges from the natural (NBO) analysis, given in e for atoms 1 to 2: atom 1 (N): -0.65, atom 2 (C): -0.32

[5]
# C6H9BFNO3

One molecule with the formula C6H9BFNO3 in a non-equilibrium geometry (ωB97M-V/def2-TZVPD, the Open Molecules 2025 dataset).

The geometry in ORCA input format:
```
! RIJCOSX wB97M-V def2-TZVPD def2/J DEFGRID3
* xyz 0 1
C -1.009 0.946 1.960
O -0.032 0.304 1.100
C -0.552 -0.323 0.037
N 0.052 -1.230 -0.589
C 1.202 -1.837 -0.248
C 2.445 -1.299 -0.256
C 2.682 0.127 -0.163
C 1.898 0.951 -0.896
F 1.829 2.300 -0.828
B -2.005 0.034 -0.615
O -3.128 -0.351 0.053
O -2.030 0.656 -1.785
H -0.598 1.796 2.360
H -1.340 0.236 2.906
H -1.851 1.016 1.245
H 1.337 -2.907 -0.490
H 3.234 -1.955 -0.028
H 3.431 0.414 0.596
H 1.087 0.624 -1.705
H -3.937 0.036 -0.249
H -2.714 0.462 -2.407
*
```

Properties
SMILES string ... CO\C(=N/C=C\C=C\F)B(O)O
Energy above the lowest of the compared OMol25 structures with the same formula, charge and spin ... 438.4 kJ/mol
E ... -17393.4627 eV
LUMO ... 0.14 eV
Max |F| ... 4.73 eV/A

Atom charges from the natural (NBO) analysis, given in e for atoms 1 to 2: atom 1 (C): -0.23, atom 2 (O): -0.51

[6]
# C2H4O2S

A 2-piece molecular cluster, C2H4O2S overall in a non-equilibrium geometry (ωB97M-V/def2-TZVPD, the Open Molecules 2025 dataset).

The geometry in ORCA input format:
```
! RIJCOSX wB97M-V def2-TZVPD def2/J DEFGRID3
* xyz 0 1
C -0.999 0.261 0.114
C 0.378 0.803 -0.038
O -3.456 -0.422 -0.114
O -0.841 -2.341 -0.046
S -2.556 0.657 0.039
H 0.086 1.822 -0.425
H 0.780 0.036 -0.596
H 0.835 0.753 0.864
H -1.381 -2.729 0.574
*
```

Properties
Energy above the lowest of the compared OMol25 structures with the same formula, charge and spin ... 711.9 kJ/mol
E ... -17061.8921 eV
LUMO (alpha / beta) ... -2.46 / -2.46 eV
Max |F| ... 5.27 eV/A

Atom charges from the natural (NBO) analysis, given in e for atoms 1 to 2: atom 1 (C): -0.05, atom 2 (C): -0.72

Q: Which formula does entry 1 have?
A: C2H8S3

Q: Among the records above, which one has the highest max |F|?
A: C3H8N2O